1.
The following is a quantum chemistry calculation of C52H49NP2PdSb2 as an isolated structure at a distorted geometry, from the OMol25 dataset.

Computed properties:
Total charge = +2
Strongest force on any atom = 3.3 eV Å⁻¹
Relative energy (zero: lowest compared OMol25 entry of this formula, charge and spin) = 73.4 kcal per mole
Highest occupied orbital energy = -12.722 eV

Element x y z (Å)
Pd 0.018 0.085 -0.519
C 1.714 -3.889 -1.215
N 1.111 -2.602 -0.881
P -0.575 -2.288 -0.986
C -1.189 -3.485 -2.209
C -1.055 -3.208 -3.565
C -1.432 -4.158 -4.496
C -1.949 -5.376 -4.080
C -2.108 -5.635 -2.728
C -1.742 -4.691 -1.789
C -1.298 -2.967 0.533
C -0.681 -3.845 1.419
C -1.422 -4.378 2.463
C -2.753 -4.027 2.635
C -3.364 -3.139 1.761
C -2.635 -2.614 0.712
P 1.940 -1.126 -1.143
C 2.877 -1.332 -2.682
C 2.354 -0.870 -3.885
C 3.065 -1.049 -5.060
C 4.303 -1.676 -5.035
C 4.816 -2.153 -3.835
C 4.106 -1.986 -2.660
C 3.147 -0.958 0.181
C 2.863 -1.413 1.467
C 3.655 -1.007 2.525
C 4.710 -0.133 2.305
C 4.998 0.319 1.025
C 4.209 -0.079 -0.037
H 1.061 -4.692 -0.878
H 2.668 -3.980 -0.695
H 1.881 -3.998 -2.290
H -0.661 -2.252 -3.889
H -1.324 -3.953 -5.549
H -2.227 -6.128 -4.801
H -2.511 -6.574 -2.384
H -1.880 -4.893 -0.738
H 0.350 -4.135 1.274
H -0.968 -5.095 3.129
H -3.321 -4.463 3.441
H -4.405 -2.878 1.883
H -3.095 -1.949 -0.012
H 1.394 -0.363 -3.893
H 2.663 -0.683 -5.993
H 4.865 -1.804 -5.949
H 5.779 -2.641 -3.806
H 4.503 -2.350 -1.724
H 2.026 -2.086 1.626
H 3.441 -1.354 3.525
H 5.308 0.210 3.134
H 5.823 0.997 0.858
H 4.411 0.279 -1.040
C -2.640 2.431 0.143
C -1.892 1.939 1.373
C -1.879 0.425 1.400
Sb -0.614 -0.583 2.873
C -2.024 -0.052 4.444
C -1.957 1.160 5.106
C -2.846 1.412 6.142
C -3.807 0.475 6.481
C -3.896 -0.718 5.781
C -2.989 -0.987 4.769
C 0.880 0.973 3.002
C 1.315 1.441 4.234
C 2.270 2.442 4.290
C 2.846 2.916 3.123
C 2.469 2.392 1.897
C 1.470 1.437 1.838
Sb -1.640 1.838 -1.728
C -2.603 3.387 -2.868
C -1.832 4.347 -3.494
C -2.458 5.434 -4.080
C -3.840 5.533 -4.061
C -4.602 4.549 -3.451
C -3.982 3.462 -2.859
C 0.192 2.928 -1.323
C 0.123 4.193 -0.750
C 1.280 4.913 -0.515
C 2.515 4.378 -0.850
C 2.590 3.117 -1.419
C 1.432 2.386 -1.658
H -2.707 3.521 0.126
H -3.658 2.036 0.131
H -2.387 2.324 2.273
H -0.867 2.333 1.360
H -1.499 0.049 0.417
H -2.887 0.021 1.513
H -1.221 1.906 4.834
H -2.775 2.346 6.683
H -4.490 0.671 7.294
H -4.657 -1.445 6.024
H -3.030 -1.929 4.238
H 0.905 1.025 5.144
H 2.569 2.844 5.246
H 3.600 3.687 3.163
H 2.952 2.721 0.991
H 1.163 1.027 0.844
H -0.753 4.264 -3.510
H -1.861 6.202 -4.550
H -4.326 6.374 -4.532
H -5.679 4.624 -3.434
H -4.572 2.688 -2.389
H -0.839 4.635 -0.520
H 1.212 5.896 -0.076
H 3.413 4.949 -0.677
H 3.547 2.698 -1.692
H 1.506 1.431 -2.189

Atomic forces in eV per Å
1.064 -2.588 -1.767
0.163 -0.265 0.062
-0.242 0.587 -0.501
1.786 -0.516 1.553
-0.197 1.132 -0.278
0.060 0.062 -0.160
0.071 0.022 -0.118
0.027 -0.001 0.086
0.068 -0.077 0.069
-0.065 0.041 0.251
-0.327 0.528 -0.252
0.022 0.080 -0.277
0.035 -0.095 -0.080
0.065 -0.044 -0.064
-0.063 -0.009 -0.003
0.097 -0.087 -0.202
-0.386 -1.366 1.105
-0.613 0.681 0.098
-0.207 0.104 -0.003
-0.028 0.059 -0.120
-0.074 -0.072 0.068
0.030 0.001 -0.002
0.054 -0.001 0.267
-0.299 0.436 -0.331
-0.082 -0.292 -0.119
0.050 -0.076 -0.001
0.011 -0.015 -0.015
0.041 0.042 -0.027
0.030 -0.018 -0.115
0.039 -0.028 -0.012
-0.001 -0.038 0.012
-0.038 0.022 0.055
0.018 0.014 -0.053
0.014 0.048 -0.120
-0.056 -0.017 -0.118
-0.069 -0.114 -0.056
-0.039 -0.094 -0.004
0.089 0.020 0.073
0.079 -0.002 0.092
-0.051 -0.040 0.107
-0.072 0.033 0.039
-0.185 0.022 0.087
0.041 0.014 -0.087
-0.021 0.016 -0.041
0.008 0.024 -0.018
0.027 -0.062 -0.031
0.136 -0.025 0.037
0.003 0.101 0.053
-0.013 -0.041 0.053
0.077 -0.008 0.122
0.053 0.020 0.006
0.062 0.065 0.044
0.215 0.166 -0.355
-0.021 0.108 -0.107
0.781 0.297 0.650
-0.499 0.372 0.595
1.053 -0.081 -0.741
-0.148 0.145 0.223
0.079 0.194 0.003
-0.120 -0.007 0.078
-0.056 -0.070 -0.031
-0.089 -0.116 0.072
-0.743 -0.540 -0.053
-0.027 -0.022 -0.108
0.147 0.005 0.102
0.010 -0.012 0.021
0.023 0.026 -0.325
-0.125 -0.039 0.059
-0.823 1.378 -0.161
0.531 -0.746 0.302
0.105 0.145 -0.028
0.050 0.048 -0.126
-0.028 0.071 -0.032
-0.116 -0.044 -0.058
-0.154 0.023 0.041
-0.694 -0.430 -0.129
0.048 0.036 0.120
-0.154 0.072 0.054
0.072 -0.131 -0.178
0.179 0.058 -0.030
0.039 -0.043 -0.256
-0.047 -0.045 -0.070
-0.020 0.006 -0.129
0.142 -0.114 -0.024
-0.239 0.022 0.158
-1.103 -0.192 0.125
0.103 -0.173 -0.197
-0.001 0.004 0.036
-0.070 0.025 0.039
-0.048 0.038 0.035
-0.036 -0.006 0.085
-0.026 -0.063 0.055
-0.044 0.103 0.088
0.075 0.033 0.089
0.100 0.078 0.025
-0.008 0.046 0.057
0.403 0.385 0.644
0.023 0.082 -0.004
0.006 0.062 -0.084
-0.036 0.086 0.006
-0.079 0.025 -0.038
-0.124 -0.008 0.062
0.028 -0.003 0.046
0.049 0.132 0.023
0.114 0.047 0.012
0.152 0.014 -0.057
-0.046 0.370 0.050



2.
The following is a quantum chemistry calculation of C52H50Cl2NO2SbSiSn as an isolated structure at a distorted geometry, from the OMol25 dataset.

Computed properties:
Total charge = +2
Strongest force on any atom = 3.6 eV Å⁻¹
Relative energy (zero: lowest compared OMol25 entry of this formula, charge and spin) = 62.4 kcal per mole
Highest occupied orbital energy (alpha / beta) = -12.651 / -12.651 eV

Element x y z (Å)
Sn 9.030 10.962 14.234
C 5.588 9.223 16.808
C 5.994 10.390 16.196
C 5.209 10.911 15.154
C 4.143 10.200 14.633
C 3.786 8.990 15.257
C 4.483 8.544 16.388
H 6.165 8.809 17.643
H 6.760 11.047 16.611
H 5.440 11.887 14.714
H 3.486 10.641 13.846
H 2.990 8.324 14.847
H 4.103 7.634 16.808
Cl 6.792 6.901 12.353
C 6.851 8.455 11.655
C 5.931 8.896 10.714
C 6.036 10.149 10.223
Cl 4.770 10.659 9.141
C 7.094 11.019 10.510
C 7.376 12.254 9.881
C 8.442 13.019 10.224
C 9.273 12.603 11.280
N 9.070 11.448 11.927
C 8.088 10.592 11.463
C 7.909 9.339 12.136
O 8.556 9.112 13.286
H 5.109 8.293 10.424
H 6.617 12.589 9.119
H 8.717 13.995 9.789
H 10.096 13.218 11.618
C 14.727 9.842 8.405
C 14.538 10.994 9.354
C 15.325 12.147 9.263
C 14.986 13.348 9.863
C 13.895 13.390 10.738
C 13.241 12.187 11.028
C 13.559 11.004 10.382
Sb 12.427 9.440 11.241
C 11.553 8.795 9.339
C 11.235 9.892 8.472
C 10.870 9.690 7.165
C 10.886 8.389 6.613
C 11.122 7.344 7.483
C 11.378 7.517 8.894
C 11.386 6.303 9.773
C 14.007 8.026 11.871
C 15.283 8.119 11.326
C 16.201 7.080 11.500
C 15.930 6.046 12.376
C 14.709 6.021 13.070
C 13.788 7.044 12.872
C 12.555 7.147 13.743
H 14.946 10.233 7.402
H 13.788 9.272 8.344
H 15.561 9.237 8.764
H 16.178 12.160 8.563
H 15.598 14.199 9.549
H 13.553 14.314 11.228
H 12.461 12.137 11.790
H 11.342 10.907 8.837
H 10.494 10.541 6.575
H 10.508 8.244 5.583
H 11.185 6.304 7.136
H 10.998 6.507 10.815
H 12.412 5.890 10.020
H 10.817 5.453 9.307
H 15.482 9.100 10.799
H 17.233 7.057 11.039
H 16.655 5.297 12.623
H 14.436 5.265 13.824
H 12.732 6.662 14.735
H 11.687 6.697 13.295
H 12.227 8.209 13.931
C 10.197 10.805 17.942
C 11.086 11.899 17.349
C 12.097 12.643 18.331
C 10.120 13.027 16.895
Si 12.047 11.153 15.864
O 11.063 10.481 14.730
C 13.283 12.489 15.295
C 12.896 13.534 14.420
C 13.713 14.595 14.179
C 14.970 14.718 14.854
C 15.392 13.701 15.691
C 14.557 12.570 15.863
C 13.206 9.753 16.453
C 13.241 9.251 17.786
C 14.084 8.182 18.177
C 14.909 7.580 17.230
C 14.967 8.073 15.949
C 14.098 9.139 15.575
H 9.426 11.166 18.695
H 10.761 10.023 18.421
H 9.626 10.226 17.168
H 11.516 13.059 19.195
H 12.542 13.535 17.882
H 12.884 11.999 18.682
H 9.687 13.630 17.665
H 9.278 12.629 16.322
H 10.617 13.772 16.258
H 12.023 13.426 13.826
H 13.264 15.415 13.628
H 15.534 15.628 14.752
H 16.322 13.766 16.264
H 14.930 11.842 16.561
H 12.633 9.697 18.561
H 14.050 7.830 19.178
H 15.504 6.704 17.518
H 15.685 7.614 15.204
H 14.150 9.391 14.510

Atomic forces in eV per Å
2.046 0.068 1.633
1.354 -0.368 1.341
-0.777 1.204 -0.440
0.622 0.293 -0.319
-1.106 -0.387 0.053
-0.236 -0.303 -0.476
-1.210 -0.183 -1.833
-0.223 0.325 -0.207
0.090 -0.486 -0.008
0.026 -0.263 0.282
0.770 -0.505 0.563
0.506 0.935 0.422
0.319 -0.260 0.530
-0.172 0.517 -0.270
0.998 -0.138 0.764
0.656 -0.886 1.107
-1.544 0.964 -1.690
0.693 -0.071 0.457
3.058 0.516 0.858
-2.473 0.017 -1.214
1.464 0.857 0.552
-0.710 -0.828 0.139
-0.364 -0.627 -1.199
-0.845 1.374 -0.380
0.458 -0.698 2.640
-1.334 -0.022 -3.361
-0.526 -0.614 -0.162
1.097 -0.201 0.785
-0.575 -0.714 -0.089
-0.010 0.055 0.138
-0.136 0.341 0.084
-0.299 0.163 0.849
0.085 -0.333 -1.175
-0.209 0.012 0.262
-0.033 0.257 0.127
0.215 0.693 0.304
0.168 0.215 -0.388
1.243 -1.273 -1.127
-0.345 1.585 0.071
0.439 -0.296 0.740
-0.473 0.131 -0.570
-0.903 0.390 0.480
0.657 -0.727 0.743
-0.298 -1.008 -1.303
0.622 -1.255 1.221
0.074 -0.672 1.061
-0.172 1.645 -1.173
1.659 0.206 -0.297
-1.299 -0.009 0.512
-0.131 0.382 0.043
-1.322 0.480 -0.216
-0.082 0.571 0.837
0.075 -0.223 0.296
0.609 -0.103 -0.004
-0.115 -0.291 -0.421
-0.565 -0.150 0.310
-0.455 -0.015 0.597
0.376 -0.482 -0.330
0.223 0.425 0.003
-0.114 0.005 0.036
0.538 -0.471 0.228
0.693 -0.102 0.694
-0.373 0.499 -0.011
-0.050 -0.073 -1.174
-0.796 0.564 -0.673
0.448 0.922 0.576
0.307 -1.625 0.366
-1.449 0.517 0.411
0.367 -0.282 -0.245
0.521 0.362 -0.437
-0.223 0.460 -0.799
-0.390 -0.637 -0.352
0.635 -0.954 -0.007
-1.032 -0.353 0.730
-0.138 1.387 -0.081
-1.645 -0.151 0.177
0.698 -0.146 -1.480
1.514 -0.101 1.076
-2.005 0.713 -1.210
-0.296 -0.122 -0.560
0.994 -1.399 0.558
1.023 1.043 0.943
-1.269 -0.193 -0.382
-0.615 -0.389 -0.246
0.118 0.968 0.244
-0.055 -0.558 0.947
0.797 -0.462 -0.230
-0.865 1.148 -1.466
0.281 -0.530 0.709
-0.080 0.479 -1.166
0.976 -0.967 -0.502
0.938 -0.151 -0.836
0.193 -0.177 0.384
0.277 0.689 0.271
0.430 -0.640 -0.468
-0.004 -0.302 -0.366
0.334 -0.222 0.274
-0.228 -0.002 1.051
-0.118 0.004 0.024
0.076 -0.211 -0.079
-1.112 0.093 -0.147
0.567 0.122 -0.308
0.211 0.143 -0.102
-0.289 0.005 -0.382
-0.184 -0.469 0.076
-0.004 0.012 -0.057
0.010 -0.249 0.713
-0.114 0.477 -0.110
-1.059 0.699 0.884
-0.097 0.395 0.356